Record 1
Formula: C20H29NO6
Source: the Open Molecules 2025 dataset
Level of theory: the ωB97M-V functional and the def2-TZVPD basis

Output
Net charge: 0
SMILES: CCOc1cc(C(=O)N2CCC3(CC2)OCCO3)cc(OCC)c1OCC
Energy above the lowest of the compared OMol25 structures with the same formula, charge and spin (kcal per mole): 16.6
Calculated total energy (Eh): -1285.6661
Molar mass (g mol⁻¹): 379.5
HOMO level (Eh): -0.307
Lowest unoccupied orbital energy (eV): 0.687
Kohn-Sham gap (eV): 9.04

Element x y z (Å)
1 H -2.2847 -2.7810 1.5005
2 C 2.5842 1.3865 0.6924
3 H 4.1646 4.1768 0.6649
4 H -5.8987 -4.5519 0.5976
5 H 3.0911 0.6037 3.3116
6 H 0.8139 -0.1415 -1.7894
7 O 3.8754 1.5340 1.1641
8 C 2.6647 2.7142 3.3861
9 C 4.3624 3.5274 -0.1855
10 H 5.1431 3.9746 -0.7950
11 C -0.0189 1.0997 -0.2731
12 C -1.5541 -1.1958 0.2399
13 H -4.5858 -1.8913 -1.9665
14 H -0.9481 -1.8713 -0.3786
15 C 2.3234 0.5858 -0.4389
16 O -1.8649 1.9028 -1.5449
17 H 3.6115 2.9892 2.9147
18 H -3.4746 0.3297 -2.0146
19 H 5.7209 2.2189 0.8815
20 H -0.9107 -0.7826 1.0205
21 C -5.4441 -3.9747 -0.2108
22 C -2.6900 -1.9903 0.8702
23 H -3.3165 -1.3428 1.4827
24 C -4.2494 -4.7028 -0.8636
25 H -4.3468 -4.7254 -1.9566
26 C 4.8075 2.1467 0.2846
27 H -4.1751 0.0250 -0.4144
28 O -4.8835 -2.8073 0.3507
29 O 1.5875 2.7873 2.4657
30 C 1.5172 1.9968 1.3621
31 H 4.0577 0.9396 -3.4169
32 H -0.5786 2.3656 1.3635
33 C 2.7846 1.3454 4.0440
34 C -3.6229 -1.7682 -1.4701
35 C -1.4005 1.0174 -0.8510
36 C -3.5878 -2.6367 -0.1916
37 C 3.1932 0.2802 -3.3992
38 H 2.4649 -1.3974 -2.2226
39 H -6.2134 -3.7188 -0.9486
40 H 3.1551 -0.2752 -4.3323
41 C 1.0281 0.4527 -0.9162
42 O -3.1275 -3.9420 -0.4795
43 C -3.4075 -0.3029 -1.1256
44 C 0.2225 1.8539 0.8551
45 H 3.5298 1.3861 4.8335
46 H 1.8290 1.0504 4.4720
47 O 3.4122 -0.0333 -0.9815
48 C 3.3037 -0.6909 -2.2272
49 H 3.4524 3.4514 -0.7779
50 H -2.8368 -2.1156 -2.1428
51 H 5.0001 1.4993 -0.5772
52 H -4.1103 -5.7184 -0.4909
53 H 2.2977 0.8911 -3.3147
54 H 4.2317 -1.2648 -2.3049
55 H 2.4068 3.4721 4.1324
56 N -2.0844 -0.1128 -0.5623

=====

Record 2
Formula: C20H30B2F8K2O15
Source: the Open Molecules 2025 dataset
Level of theory: the ωB97M-V functional and the def2-TZVPD basis

Output
Net charge: 0
Energy above the lowest of the compared OMol25 structures with the same formula, charge and spin (kcal per mole): 40.1
Calculated total energy (Eh): -3957.8075
Molar mass (g mol⁻¹): 762.2
HOMO level (Eh): -0.382
Lowest unoccupied orbital energy (eV): -1.203
Kohn-Sham gap (eV): 9.18

Element x y z (Å)
1 C -0.2580 3.9992 -0.5939
2 C 1.0160 1.5032 -6.7715
3 H 2.4409 -1.4529 5.7399
4 H -3.3066 -1.1342 -2.9215
5 H -2.7920 1.2852 0.5498
6 C -0.2166 2.6301 -1.3438
7 B 0.6054 -1.0068 0.0153
8 H 0.8270 0.0970 -4.1728
9 H -1.2758 4.3346 -0.3948
10 C 0.4400 -0.6201 -6.1917
11 F 3.8780 -2.5391 3.2889
12 O 0.8805 7.0814 -1.3069
13 C 0.2107 0.3108 -5.0460
14 O 4.2396 -0.3170 5.4377
15 O -3.8892 -5.1045 -3.3307
16 H 1.7465 1.3911 5.6850
17 F 0.6112 -0.8477 -1.3491
18 B 3.5325 -3.7093 2.6672
19 K 0.3900 -4.1249 1.2900
20 O 5.0797 0.5952 3.4215
21 O -4.0942 -3.0248 -2.4143
22 O 0.5076 1.5870 -5.6206
23 H 1.1861 -2.5639 -5.3463
24 F 3.5615 -3.4546 1.3474
25 O 0.2883 4.9408 -1.5293
26 H -3.8994 1.3077 1.9000
27 H -1.0899 -1.8842 -2.7174
28 O 1.5765 2.4376 -7.3187
29 C -3.6427 -1.4728 -0.7861
30 C 4.1963 0.4856 4.2935
31 F -0.6560 -1.4232 0.3856
32 H 1.6668 -2.2057 -6.9461
33 H 1.5107 3.5155 0.4321
34 O 1.1191 5.5672 0.2623
35 H -0.5048 -0.9573 -6.6181
36 C 0.9639 -0.0849 4.1742
37 C -2.8104 -0.9205 2.7598
38 O -2.1021 -3.6788 -3.1190
39 O -0.9134 3.0830 3.8088
40 C -2.0534 0.3329 2.3758
41 H -1.0891 0.1752 1.8928
42 O 3.0527 1.0902 4.1743
43 C -3.3839 -4.0280 -2.9866
44 H -4.7183 -1.3741 -0.6392
45 C -2.8474 1.4056 1.6317
46 H 0.1896 4.1044 1.5245
47 C 2.8427 -0.4554 5.9179
48 C -1.8208 -2.5858 -2.3153
49 C 1.4823 -1.7301 -5.9829
50 H -3.1040 -0.5901 -0.4414
51 C 0.6677 4.1964 0.5493
52 C -3.2093 -1.9257 -2.1784
53 H -3.3771 -2.2376 -0.0564
54 H 1.0527 -1.0532 3.6816
55 F 4.4253 -4.7790 2.7948
56 H 0.7811 2.1970 -1.4151
57 H -1.3425 -2.8895 -1.3841
58 H 0.6613 0.7292 3.5157
59 H -0.8608 1.9250 -0.8184
60 C 2.0676 0.5521 5.0677
61 H 2.4106 -1.3273 -5.5778
62 C 0.8190 5.9302 -0.9345
63 H -0.5922 2.7873 -2.3549
64 H -3.0016 -1.4662 1.8358
65 H -2.1230 -1.4662 3.4062
66 H -0.8468 0.3630 -4.7871
67 F 2.3152 -4.1543 3.1617
68 O -2.2566 2.5751 2.1098
69 O 0.9942 0.1924 -7.1781
70 F 0.9775 0.0938 0.6977
71 F 1.4795 -2.0214 0.3260
72 H -3.7613 -0.6114 3.1937
73 O -1.7401 1.0431 3.5151
74 H 2.7918 -0.2037 6.9773
75 K 3.6290 -0.5905 1.0341
76 C -1.6335 2.2937 3.2108
77 H 0.0983 -0.1222 4.8356

=====

Record 3
Formula: C20H30Cl2N6O2
Source: the Open Molecules 2025 dataset
Level of theory: the ωB97M-V functional and the def2-TZVPD basis

Output
Net charge: 0
SMILES: ClCCCc1cn(C[C@H]2CC[C@@H]([C@@H]3CC[C@H](Cn4cc(CCCCl)nn4)O3)O2)nn1
Energy above the lowest of the compared OMol25 structures with the same formula, charge and spin (kcal per mole): 0.0
Calculated total energy (Eh): -2179.4874
Molar mass (g mol⁻¹): 457.4
HOMO level (Eh): -0.337
Lowest unoccupied orbital energy (eV): 0.662
Kohn-Sham gap (eV): 9.83

Element x y z (Å)
1 H 0.1778 1.7594 3.2240
2 N 3.5507 -0.4492 1.0613
3 C -3.3454 1.0143 -0.6266
4 H -1.0716 -4.5502 0.4597
5 H -2.2288 2.6550 1.2673
6 H -0.8652 2.0535 -0.7075
7 C 0.5215 -0.9659 -1.6020
8 H -3.8881 2.9366 -1.2912
9 H 1.8771 2.3389 0.9366
10 C 1.1201 -0.1845 3.4563
11 N -2.7790 -0.6930 -1.7963
12 H 0.0284 0.6853 1.7952
13 O -0.4958 -1.3266 0.5836
14 H 2.6182 2.7011 -1.4698
15 C -1.3589 -2.4113 0.8375
16 H 1.0199 -1.1741 3.0067
17 C 2.7463 1.6275 -1.6215
18 H -2.2971 -2.9525 -1.0716
19 C 2.5327 0.3581 3.1947
20 C 1.4805 1.0425 -2.3255
21 C -1.2354 3.0726 -0.5920
22 H -2.7077 4.1835 0.5132
23 N -2.9003 -1.0929 -0.5369
24 H 1.4831 -2.1994 -3.1334
25 H -0.0084 -3.4701 -1.4238
26 H 0.0806 -3.8262 1.5972
27 H 1.5008 -1.4735 0.2464
28 H -3.3942 -0.1358 1.3010
29 H -1.7378 -2.2711 1.8551
30 C 0.4441 -3.2466 -0.4570
31 N -3.0470 0.5574 -1.8612
32 C 2.8316 0.4699 1.7413
33 H 3.6316 1.4476 -2.2340
34 H -1.4514 3.4996 -1.5721
35 Cl -1.5566 0.2118 3.4319
36 H 3.2590 -0.3203 3.6443
37 C -3.6484 2.4439 -0.3477
38 C -2.4520 3.1398 0.3144
39 H 2.6342 1.3415 3.6604
40 C -0.4885 -3.6597 0.6825
41 C 0.0511 0.7307 2.8833
42 N 3.6159 -0.1098 -0.1751
43 C 2.4401 1.4364 0.8370
44 O 0.6210 0.4395 -1.3734
45 H 1.0524 -0.0344 -4.1455
46 C -2.5569 -2.4274 -0.1500
47 H 2.7883 0.0846 -3.8049
48 H -4.5117 2.5154 0.3172
49 H 1.4124 -3.7365 -0.4040
50 H -3.4132 -2.9215 0.3188
51 N 2.9551 1.0279 -0.3397
52 C 0.5692 -1.7260 -0.2712
53 H -0.4478 -1.1505 -2.0915
54 C 1.6840 -1.3184 -2.5300
55 C 1.8062 -0.0441 -3.3572
56 H 0.9393 1.8776 -2.7869
57 H 0.9780 -0.2817 4.5353
58 H 2.5894 -1.4752 -1.9406
59 Cl 0.0985 4.0277 0.0929
60 C -3.2521 -0.0515 0.2452